[1]
{
  "formula": "C4H11N2O",
  "method": "wB97M-V/def2-TZVPD",
  "relative_energy_kj_mol": 279.24,
  "e_homo_ev": [-3.2, -6.9],
  "s_squared": 0.754,
  "lumo_energy_ha": [-0.0083, -0.0148],
  "spin_multiplicity": 2,
  "symbols": ["O", "C", "C", "C", "C", "N", "N", "H", "H", "H", "H", "H", "H", "H", "H", "H", "H", "H"],
  "positions_angstrom": [[-2.28246, 0.94735, 0.81391], [-2.03270, 0.34838, -0.22591], [-0.66664, -0.20374, -0.50909], [0.37855, 0.80030, 0.06925], [1.76794, 0.61762, -0.45909], [2.44652, -0.48771, 0.21952], [-0.37378, -1.62385, -0.00445], [-2.76000, -0.24620, -0.73934], [-0.63558, -0.25389, -1.61278], [0.01786, 1.83462, -0.14686], [0.42668, 0.76554, 1.20100], [1.80064, 0.46828, -1.54359], [2.33165, 1.55615, -0.18440], [1.74808, -1.27496, 0.09204], [3.32413, -0.86452, -0.08568], [2.50400, -0.31653, 1.21095], [-0.72481, -1.46088, 0.89540], [-0.96516, -2.38088, -0.35445]],
  "forces_ev_per_angstrom": [[-0.6, 1.8, 2.8], [1.4, -1.9, -1.6], [-0.2, 0.8, -1.2], [-1.0, -0.4, 0.6], [1.1, 2.9, -0.4], [-1.5, -2.1, 0.2], [1.4, 0.6, -0.5], [-1.3, -0.4, -0.8], [0.6, 0.0, 0.2], [0.3, -0.9, 0.1], [-0.3, -0.1, -1.0], [0.1, -0.1, 0.3], [-0.2, -0.9, -0.6], [-0.1, -0.1, 0.4], [0.8, 0.4, -0.6], [0.0, 0.1, 0.5], [-0.4, -0.5, 2.2], [0.0, 0.7, -0.5]],
  "mulliken_spin": [0.25, 0.39, 0.23, -0.18, 0.08, 0.20, 0.41, 0.04, 0.06, 0.04, 0.00, 0.00, -0.01, -0.03, -0.10, -0.07, -0.16, -0.16]
}


[2]
{
  "formula": "C4H11N2O",
  "method": "wB97M-V/def2-TZVPD",
  "charge": 1,
  "relative_energy_kj_mol": 98.49,
  "smiles": "COC(=[NH2+])[C@H](C)N",
  "e_homo_ev": -14.4,
  "lumo_energy_ha": -0.1217,
  "symbols": ["C", "O", "C", "N", "C", "C", "N", "H", "H", "H", "H", "H", "H", "H", "H", "H", "H", "H"],
  "positions_angstrom": [[2.46684, -1.24523, 0.76885], [1.59040, -0.25451, 0.22191], [0.34007, -0.43136, 0.01704], [-0.33879, -1.51761, 0.24033], [-0.37300, 0.79942, -0.48058], [-0.91462, 1.55124, 0.74432], [-1.47030, 0.34693, -1.30949], [2.17615, -1.49243, 1.79166], [2.49170, -2.13993, 0.14527], [3.45344, -0.77896, 0.77677], [-1.32215, -1.49005, -0.02084], [0.05811, -2.37275, 0.60683], [0.42779, 1.42462, -0.92899], [-0.10345, 1.84913, 1.40132], [-1.62455, 0.93771, 1.29323], [-1.42595, 2.44837, 0.40405], [-1.17716, 0.10242, -2.24777], [-2.19594, 1.04826, -1.38236]],
  "forces_ev_per_angstrom": [[0.5, -0.4, 0.4], [0.1, 0.2, 0.0], [-0.3, 0.2, 0.1], [0.3, -0.2, 0.1], [0.2, 0.1, 0.1], [0.1, -0.1, -0.2], [0.0, 0.2, -0.1], [-0.1, 0.1, -0.1], [-0.1, 0.1, -0.1], [-0.2, -0.1, 0.0], [0.1, 0.1, -0.1], [0.0, 0.1, 0.0], [-0.6, -0.3, -0.2], [0.0, 0.0, 0.1], [-0.1, -0.1, 0.0], [0.0, 0.1, 0.0], [0.0, 0.0, 0.0], [0.0, 0.0, 0.0]],
  "mulliken_charge": [-0.83, -0.27, 0.46, -0.28, 0.47, -1.30, -0.65, 0.40, 0.38, 0.25, 0.29, 0.25, 0.24, 0.38, 0.37, 0.37, 0.22, 0.24]
}